DFT (ωB97M-V/def2-TZVPD) results for the ion C9H16N3O4S with charge -1.

Geometry as ORCA input:
```
! RIJCOSX wB97M-V def2-TZVPD def2/J DEFGRID3
* xyz -1 1
O -0.08547 3.55601 1.27271
O 0.32151 0.33843 -1.37725
O 2.56103 -0.41546 2.20556
S -1.33046 -3.22839 0.88710
O 4.23319 1.72780 0.63713
C 0.64796 3.25584 0.34546
C 0.02721 -0.75600 -0.90535
C 1.74875 0.39306 1.83440
N -0.52969 -1.79450 -1.64502
N 0.53351 0.15112 1.41608
N 1.75682 2.63874 0.53521
C 0.53156 4.12069 -0.92791
C -0.80006 -1.82806 -3.05733
C -1.05057 -1.56329 1.31232
C 3.63475 2.13942 1.86217
C 0.22909 -1.01573 0.64425
C 2.10966 1.87471 1.80662
H 3.97332 0.81997 0.68075
H -0.81269 -2.58757 -1.09912
H -0.16421 0.92084 1.45839
H 2.36395 2.56601 -0.21586
H 1.65081 4.30976 -1.14855
H -0.04739 3.68374 -1.64127
H 0.07103 5.04157 -0.65321
H 0.14659 -1.46926 -3.40402
H -0.69976 -2.80780 -3.54471
H -1.44503 -1.10456 -3.53292
H -1.89276 -0.96174 0.94549
H -0.99946 -1.57834 2.40444
H 3.71287 3.24535 1.96905
H 4.09807 1.56290 2.69126
H 0.93411 -1.79897 0.75713
H 1.66530 2.18768 2.70064
*
```

Gap between HOMO and LUMO (eV): 6.1
Energy above the lowest of the compared OMol25 structures with the same formula, charge and spin (kcal per mole): 54.1
Strongest force on any atom (eV/Å): 4.71
SMILES: CNC(=O)[C@H](C[S-])NC(=O)[C@@H](CO)NC(C)=O